Record 1
40
Properties=species:S:1:pos:R:3:nbo_charge:R:1 method="wB97M-V/def2-TZVPD" total_energy_ev=-52281.114 charge=+2 gap_ev="7.280 / 7.383" homo_energy_ev="-15.42 / -15.51" multiplicity=3
W 0.0091 -1.4235 -0.8466 1.7160
O 0.9828 -1.6705 0.7424 -0.6849
C 0.7650 -0.7625 1.7733 0.2766
C 0.6145 -1.2626 3.0552 -0.2315
C 0.4195 -0.3783 4.1034 -0.1310
C 0.3701 0.9925 3.8726 -0.2017
C 0.5260 1.4847 2.5911 -0.1054
C 0.7345 0.6184 1.5104 -0.2084
C 0.9175 1.1698 0.1678 0.4216
N 0.6707 0.5427 -0.9981 -0.6056
C 0.9915 1.4184 -2.0256 -0.0843
C 1.4033 2.5823 -1.4745 -0.0138
N 1.3626 2.4013 -0.1107 -0.4665
H 0.6615 -2.3303 3.2201 0.2557
H 0.3026 -0.7604 5.1085 0.2540
H 0.2062 1.6756 4.6940 0.2544
H 0.4585 2.5525 2.4227 0.2210
H 0.9031 1.1469 -3.0628 0.2538
H 1.7276 3.5075 -1.9173 0.2730
H 1.6526 3.0819 0.5767 0.4597
Cl 1.7721 -2.7487 -1.9563 0.0477
C 3.3651 -2.8686 -0.9140 -0.3281
Cl 3.9177 -4.4869 -0.9024 0.1406
H 3.0423 -2.5199 0.0591 0.2434
H 4.0337 -2.1970 -1.4397 0.2506
C -1.6959 -2.5769 -1.4898 -0.7112
C -2.1844 -1.2173 -1.3856 -0.0752
C -2.1102 -0.3386 -2.4991 -0.2415
C -2.1992 1.0293 -2.3233 -0.0681
C -2.2800 1.5795 -1.0347 -0.1811
C -2.3200 0.7503 0.0731 -0.0026
C -2.2203 -0.6393 -0.0847 -0.3487
C -2.1882 3.0000 -0.8468 0.2294
N -1.9952 4.1183 -0.6733 -0.2039
H -1.6677 -3.0379 -2.4724 0.2671
H -1.9824 -3.2547 -0.6841 0.2712
H -2.0434 -0.7566 -3.4965 0.2658
H -2.1803 1.6872 -3.1829 0.2651
H -2.4016 1.1720 1.0666 0.2536
H -2.3417 -1.2807 0.7841 0.2732


Record 2
44
Properties=species:S:1:pos:R:3:nbo_charge:R:1 method="wB97M-V/def2-TZVPD" total_energy_ev=-79413.622 charge=0 gap_ev=8.176 homo_energy_ev=-8.29 multiplicity=1 e_above_lowest_kcal_mol=0.0
C -1.2727 1.1059 -3.1779 -0.6950
C -0.9846 0.8944 -1.7151 0.2224
N -0.3979 1.7284 -0.9482 -0.2106
N 0.0487 2.9118 -1.3715 -0.4139
C 0.7615 3.7113 -0.5360 0.3570
N 1.0187 3.2710 0.6893 -0.4365
C 1.7126 4.0067 1.5263 0.1748
Cl 1.9864 3.3283 3.0710 0.0462
C 2.2127 5.2668 1.2007 -0.1425
Cl 3.1166 6.2008 2.3240 0.0447
C 1.9558 5.7512 -0.0803 -0.1754
C 1.2290 4.9743 -0.9571 -0.1109
Cl 0.8936 5.5406 -2.5573 0.0145
C -1.3538 -0.3684 -1.0675 -0.0511
C -1.6714 -0.3619 0.2934 -0.1917
C -1.9253 -1.5452 0.9555 -0.1258
C -1.8362 -2.7391 0.2638 -0.3471
S -1.9743 -4.2779 1.1718 2.3155
O -1.7591 -5.3624 0.2620 -0.9412
O -3.1557 -4.2571 1.9797 -0.9304
N -0.6883 -4.2579 2.2325 -0.8423
C 0.6339 -4.1764 1.6517 -0.2846
C 1.0276 -2.7872 1.2546 0.2560
C 1.5356 -2.2755 0.0973 -0.3076
C 1.6996 -0.8848 0.3141 -0.3016
C 1.2767 -0.6525 1.5829 0.0928
O 0.8717 -1.7962 2.1633 -0.4243
C -1.5530 -2.7662 -1.0862 -0.1918
C -1.3261 -1.5787 -1.7588 -0.1993
H -2.0053 0.3871 -3.5305 0.2396
H -1.6708 2.1071 -3.3457 0.2241
H -0.3616 0.9984 -3.7682 0.2326
H -0.0937 3.2439 -2.3257 0.3872
H 2.3246 6.7211 -0.3744 0.2479
H -1.6935 0.5825 0.8121 0.2399
H -2.1808 -1.5590 2.0038 0.2224
H -0.8412 -3.6246 3.0018 0.4035
H 0.6240 -4.8234 0.7731 0.2446
H 1.3481 -4.5787 2.3802 0.2224
H 1.7653 -2.8231 -0.7933 0.2286
H 2.0716 -0.1594 -0.3782 0.2304
H 1.2102 0.2477 2.1589 0.2163
H -1.4993 -3.7220 -1.5826 0.2457
H -1.0799 -1.6019 -2.8093 0.2147


Record 3
45
Properties=species:S:1:pos:R:3:nbo_charge:R:1 method="wB97M-V/def2-TZVPD" total_energy_ev=-82589.694 charge=0 gap_ev=9.438 homo_energy_ev=-9.33 multiplicity=1 e_above_lowest_kcal_mol=0.0
O -0.8060 -1.5849 1.3295 -0.5961
C -0.4726 -1.9391 0.2080 0.5022
C -0.2066 -0.9814 -0.8285 -0.3069
C -0.0674 0.3889 -0.3933 0.6025
N -0.7189 1.4439 -0.8719 -0.3579
C -1.8873 1.4515 -1.7122 -0.2263
C -3.1609 1.4370 -0.9011 -0.0954
C -3.3044 0.6401 0.2342 -0.1641
C -4.4971 0.6601 0.9328 -0.2556
C -5.5081 1.4903 0.4590 0.1753
Cl -7.0116 1.5740 1.2816 0.0266
N -5.3872 2.2477 -0.6113 -0.4176
C -4.2462 2.2217 -1.2731 0.0462
C -0.3490 2.6558 -0.1576 -0.2227
C 0.6073 2.1460 0.9273 -0.2267
N 0.7429 0.7362 0.6019 -0.3495
C 1.7715 -0.0586 1.2212 -0.2333
C 3.1393 0.5168 0.9594 -0.0936
C 4.0858 0.6407 1.9725 -0.1477
C 5.3323 1.1637 1.6830 -0.2602
C 5.5729 1.5578 0.3703 0.1746
Cl 7.0893 2.2361 -0.0595 0.0291
N 4.6888 1.4465 -0.5989 -0.4136
C 3.5076 0.9307 -0.3175 0.0423
N -0.1088 -1.2344 -2.1867 0.5276
O -0.3084 -2.3597 -2.6216 -0.4321
O 0.1747 -0.2781 -2.9107 -0.4644
C -0.2728 -3.4170 -0.1177 -0.3030
Cl -0.8796 -4.4267 1.1937 0.0097
Cl 1.4932 -3.6283 -0.2932 -0.0184
H -1.8498 2.3491 -2.3352 0.2217
H -1.8573 0.5908 -2.3828 0.2552
H -2.4991 0.0082 0.5812 0.2443
H -4.6432 0.0552 1.8119 0.2394
H -4.2042 2.8599 -2.1457 0.1958
H 0.1318 3.3564 -0.8472 0.2130
H -1.2420 3.1293 0.2584 0.2207
H 1.5823 2.6374 0.8916 0.2240
H 0.1977 2.2526 1.9373 0.2111
H 1.7281 -1.0713 0.8123 0.2571
H 1.5762 -0.1210 2.2966 0.2216
H 3.8493 0.3244 2.9780 0.2218
H 6.0934 1.2695 2.4379 0.2369
H 2.8291 0.8496 -1.1569 0.2061
H -0.7325 -3.7264 -1.0574 0.2803


Record 4
36
Properties=species:S:1:pos:R:3:nbo_charge:R:1 method="wB97M-V/def2-TZVPD" total_energy_ev=-34411.674 charge=0 gap_ev=9.023 homo_energy_ev=-8.35 multiplicity=1 e_above_lowest_kcal_mol=0.0
Cl 4.1398 -0.1078 1.8197 0.0228
C 2.4308 -0.0600 1.9498 -0.0575
C 1.7012 -1.2539 2.0137 -0.2076
C 0.3188 -1.2036 2.2353 -0.2327
C -0.3234 0.0270 2.4242 0.0596
C -1.7940 0.1539 2.8881 0.0403
N -1.7992 0.2396 4.3276 -0.3959
C -1.5801 -0.8939 5.0605 0.2319
N -1.5146 -0.6653 6.3630 -0.4584
C -1.6185 0.6952 6.5192 0.0681
C -1.6095 1.4104 7.7174 -0.1941
C -1.7356 2.7985 7.6782 -0.2333
C -1.8544 3.4421 6.4349 -0.2061
C -1.8442 2.7339 5.2096 -0.2742
C -1.7552 1.3324 5.2573 0.1709
C -2.5523 -1.1081 2.4785 -0.1970
C -3.7258 -0.8316 1.8981 -0.1485
C -4.0101 0.6407 1.8823 -0.4368
C -2.6500 1.2820 2.2758 -0.4031
C 0.3860 1.2056 2.2305 -0.2124
C 1.7675 1.1764 1.9990 -0.2165
H 2.2023 -2.2115 1.8896 0.2294
H -0.2315 -2.1432 2.2517 0.2164
H -1.4931 -1.8531 4.5799 0.2007
H -1.5150 0.8090 8.6201 0.2271
H -1.7370 3.3603 8.6177 0.2181
H -1.9610 4.5294 6.4562 0.2142
H -1.8895 3.2828 4.2627 0.2119
H -2.1057 -2.0790 2.6962 0.2085
H -4.4407 -1.5651 1.5095 0.2200
H -4.8094 0.9079 2.6030 0.2214
H -4.3012 0.9738 0.8788 0.2181
H -2.8003 2.1629 2.9057 0.2280
H -2.1230 1.6041 1.3709 0.2189
H -0.1394 2.1601 2.2820 0.2179
H 2.3208 2.1013 1.8636 0.2298